C36H47Cl3NO2PdSbSi4 | wB97M-V/def2-TZVPD

Structure (XYZ):
```
95
Properties=species:S:1:pos:R:3:lowdin_charge:R:1
Sb -1.785 -1.615 0.042 1.53
Pd 0.661 -0.425 1.187 0.18
Cl 0.507 2.710 3.440 0.64
Cl -2.235 3.002 2.621 0.63
Cl -1.098 0.347 2.999 0.60
Si 4.063 0.360 -1.085 0.42
Si 2.169 -0.941 -0.402 0.40
Si 2.374 -3.268 -0.799 0.38
Si 2.561 -0.599 2.529 0.37
O 0.816 2.246 0.602 -0.07
O -1.308 1.666 0.128 -0.10
N 1.065 -0.210 -1.817 0.07
C 5.724 -0.345 -0.559 -0.21
C -1.551 3.490 -3.413 -0.05
C -2.694 -4.453 1.022 -0.11
C -2.534 -3.167 -4.006 -0.09
C 4.175 -3.687 -1.162 -0.22
C 0.750 4.115 -3.813 -0.06
C -5.265 1.004 0.461 -0.08
C -2.073 -5.463 3.118 -0.09
C 1.712 -4.432 0.508 -0.19
C -3.857 -3.580 -3.983 -0.09
C 3.474 1.043 2.703 -0.23
C -1.970 -2.593 -2.873 -0.15
C -5.899 0.579 1.622 -0.09
C 4.089 0.247 -2.975 -0.22
C 1.423 -3.678 -2.374 -0.22
C 3.920 -1.840 2.090 -0.25
C -4.113 0.367 0.027 -0.14
C -1.924 -3.330 1.311 -0.40
C -1.282 -4.361 3.407 -0.08
C -0.359 1.973 0.862 -0.89
C -4.615 -3.405 -2.832 -0.08
C -0.609 4.391 -3.893 -0.06
C -5.378 -0.485 2.340 -0.09
C -1.201 -3.310 2.504 -0.17
C -2.769 -5.512 1.918 -0.08
C -4.045 -2.838 -1.701 -0.14
C -0.766 2.065 2.417 -1.43
C 1.946 -1.190 4.207 -0.23
C -2.710 -2.438 -1.705 -0.37
C 1.179 2.923 -3.258 0.00
C -4.219 -1.119 1.905 -0.13
C 3.961 2.149 -0.541 -0.21
C -3.575 -0.696 0.748 -0.40
C 0.223 2.026 -2.781 -0.19
C 0.667 0.791 -2.232 -0.05
C -1.143 2.297 -2.847 -0.01
H -5.655 -3.706 -2.816 0.10
H -3.627 0.715 -0.876 0.09
H 1.144 -0.572 4.612 0.00
H 4.394 -1.631 1.131 -0.04
H 0.646 -4.276 0.684 0.01
H 4.760 1.006 -3.388 0.03
H 2.937 2.492 -0.379 0.01
H 5.861 -1.377 -0.880 0.02
H 2.233 2.698 -3.174 0.11
H -0.942 -2.251 -2.913 0.06
H -0.539 -2.477 2.725 0.04
H -3.824 -1.948 2.480 0.09
H 4.259 -4.748 -1.410 0.03
H 1.476 4.828 -4.178 0.11
H 2.213 -4.395 1.472 0.02
H 3.119 0.362 -3.459 0.00
H -5.662 1.841 -0.099 0.10
H 4.535 0.902 2.475 0.02
H 4.499 2.281 0.397 0.02
H 4.710 -1.780 2.847 0.05
H 3.572 -2.872 2.071 0.01
H 2.786 -1.160 4.908 0.03
H 6.497 0.264 -1.039 0.04
H 5.892 -0.294 0.516 0.02
H 4.477 -0.731 -3.270 0.02
H -2.137 -6.286 3.818 0.10
H 4.435 2.781 -1.298 0.03
H -5.869 -0.825 3.243 0.10
H 3.400 1.427 3.723 0.02
H 3.064 1.802 2.039 -0.01
H -1.850 1.597 -2.429 0.11
H -3.378 -6.375 1.678 0.10
H -4.302 -4.029 -4.862 0.10
H -2.606 3.720 -3.469 0.11
H 4.832 -3.491 -0.314 0.02
H -4.652 -2.698 -0.813 0.10
H -1.939 -3.288 -4.902 0.10
H 4.543 -3.113 -2.015 0.02
H 1.509 -2.904 -3.140 0.02
H 1.592 -2.222 4.151 0.02
H -6.794 1.081 1.965 0.10
H 1.843 -5.437 0.093 0.04
H 1.808 -4.611 -2.795 0.04
H -3.234 -4.521 0.086 0.08
H 0.362 -3.828 -2.166 0.01
H -0.724 -4.316 4.334 0.10
H -0.938 5.325 -4.330 0.11
```

Calculated values
- relative energy (zero: lowest compared OMol25 entry of this formula, charge and spin) (kJ/mol) = 58.0
- energy (Eh) = -4511.9969
- gap between HOMO and LUMO (eV) = 6.9
- maximum force (hartree/bohr) = 0.01335